# 1
Entry from the OMol25 dataset: C5H9NO as an isolated structure (ωB97M-V/def2-TZVPD).

The calculation puts the gap between HOMO and LUMO at 8.6 eV. Its LUMO energy is 0.87 eV.

XYZ file:
```
16
Properties=species:S:1:pos:R:3:forces:R:3
O -2.639 -0.792 0.468 -0.0617 0.1509 0.1695
C -1.631 -0.496 -0.358 0.1866 0.1231 0.0536
C -0.889 0.802 -0.088 0.0131 0.1122 -0.0815
C 0.523 0.254 -0.034 -0.2123 -0.1055 -0.0927
C 1.580 0.573 -1.014 0.0338 -0.0406 -0.3336
N 1.646 1.091 0.356 0.1333 -0.0396 0.2422
C 0.248 -1.144 0.433 0.1677 -0.0183 0.1554
H -2.651 -0.183 1.230 -0.0433 -0.1273 -0.1133
H -0.826 -1.391 -0.500 0.0333 -0.0879 -0.0494
H -1.148 1.216 0.905 0.0365 -0.0811 -0.1100
H -1.085 1.577 -0.838 0.0314 -0.1180 0.1477
H 1.401 1.326 -1.779 0.0200 -0.1148 0.1275
H 2.262 -0.224 -1.307 -0.1234 0.1309 0.0677
H 2.309 0.553 0.909 -0.0895 0.0640 -0.0688
H 0.932 -1.944 0.129 -0.1021 0.1584 0.0467
H -0.032 -1.217 1.488 -0.0235 -0.0064 -0.1608
```
Forces are in eV/Å.

# 2
Entry from the OMol25 dataset: one molecule with the formula C5H9NO2 (ωB97M-V/def2-TZVPD).

The calculation puts the gap between HOMO and LUMO at 9.1 eV. Its LUMO energy is 0.74 eV. As for the SMILES: N[C@H]1[C@H]2OCC[C@@]21O.

XYZ file:
```
17
Properties=species:S:1:pos:R:3:forces:R:3
N -2.619 -0.299 -0.419 0.3722 0.3733 0.8418
C -1.440 -0.458 0.401 -0.8436 -0.3571 -1.2268
C -0.113 -1.055 0.048 -0.1393 -0.0122 -1.2224
O 0.797 -1.151 -0.994 0.1603 -0.0277 -0.3772
C 1.875 -0.337 -0.476 0.0952 -0.3992 1.6348
C 1.272 0.576 0.680 0.2426 0.8354 1.2109
C -0.201 0.449 0.305 0.6355 0.1069 1.3817
O -0.287 1.188 -0.877 -0.6479 -0.1161 -1.4869
H -2.374 0.232 -1.229 0.2380 0.2354 -0.6988
H -3.365 0.240 0.036 0.5593 -0.4095 0.1434
H -1.631 -1.007 1.271 -0.7600 0.0344 1.5293
H 0.240 -1.602 0.918 0.0133 0.0500 0.1168
H 2.662 -0.967 -0.049 -0.1525 -0.1880 -0.0344
H 2.319 0.233 -1.237 0.3236 0.7471 -1.2587
H 1.615 1.646 0.581 -0.0586 -1.0785 0.3090
H 1.476 0.186 1.716 0.0304 0.4239 -1.1050
H -0.225 2.127 -0.674 -0.0686 -0.2180 0.2426
```
Forces are in eV/Å.

# 3
Entry from the OMol25 dataset: C5H9NO2 as an isolated structure (ωB97M-V/def2-TZVPD).

The calculation puts the gap between HOMO and LUMO at 9.8 eV. Its LUMO energy is 0.72 eV.

XYZ file:
```
17
Properties=species:S:1:pos:R:3:forces:R:3
C 0.690 -0.278 0.036 -0.7249 -0.4919 -0.7636
C 1.029 0.991 0.817 0.9624 0.5566 1.6126
C -0.133 0.576 -0.800 -3.4930 -0.5099 -3.7183
C -1.567 -0.002 -0.612 0.9176 -0.5881 1.3111
C -0.272 -1.278 0.521 -2.3085 -4.1581 0.9996
H 1.775 -1.624 0.310 0.6242 1.4048 -5.0848
H 0.522 1.247 1.761 1.4590 -1.4349 0.7427
H 2.198 0.942 0.811 -1.8258 1.6014 -0.2423
H 0.025 2.779 -0.464 0.3689 -3.8732 1.6335
H 0.078 0.603 -1.874 0.5645 0.2939 0.1046
H -1.826 -0.934 -1.258 -0.3495 2.3107 0.3942
H -2.042 0.894 -0.268 -2.1098 0.4589 -1.5750
H -0.588 -2.047 -0.502 1.5598 1.6524 2.9289
H -0.004 -2.013 1.459 -0.4871 1.9871 -2.1004
N -0.049 1.726 0.026 2.0239 4.3676 -1.9122
O 1.595 -1.040 -0.684 3.1594 -2.3632 5.3088
O -1.430 -0.542 0.719 -0.3411 -1.2139 0.3607
```
Forces are in eV/Å.

Values of ΔE to the lowest compared entry with this formula, charge and spin, in order: 5.6575; 5.0917; 6.9879, all in eV.